Entry 1
Below is an isolated molecule of C4H5FS, with properties calculated with ωB97M-V/def2-TZVPD.

Orbital gap in eV: 9.94
SMILES string: F/C=C/[C@@H]1CS1
HOMO level in eV: -9.041

Structure (XYZ):
```
11
Properties=species:S:1:pos:R:3:lowdin_charge:R:1
F 2.74 0.53 -1.32 0.0138
C 1.49 0.76 -0.88 -0.1591
C 1.01 0.12 0.19 -0.0699
C -0.47 0.34 0.55 -0.6288
C -1.12 -0.50 1.57 -0.4705
S -1.87 -0.63 -0.05 0.8116
H 0.90 1.50 -1.40 0.1197
H 1.66 -0.58 0.71 0.1141
H -0.68 1.44 0.63 0.1157
H -0.51 -1.38 1.87 0.0866
H -1.65 0.04 2.33 0.0669
```



Entry 2
Below is an isolated molecule of C4H5FS, with properties calculated with ωB97M-V/def2-TZVPD.

Orbital gap in eV: 9.30
SMILES string: F[C@H]1C=CSC1
HOMO level in eV: -8.594

Structure (XYZ):
```
11
Properties=species:S:1:pos:R:3:lowdin_charge:R:1
F 0.94 1.24 -1.24 -0.0772
C -0.17 0.67 -0.53 -0.4705
C -0.40 -0.78 -0.84 -0.0987
C 0.14 -1.60 0.13 -0.2766
S 1.18 -0.59 1.34 0.8075
C 0.18 0.90 0.84 -0.4471
H -1.04 1.42 -0.80 0.1725
H -0.74 -1.34 -1.77 0.1259
H 0.11 -2.55 0.19 -0.0133
H -0.70 0.57 1.61 0.1153
H 0.50 2.06 1.07 0.1622
```



Entry 3
Below is an isolated molecule of C4H5FS, with properties calculated with ωB97M-V/def2-TZVPD.

Orbital gap in eV: 9.06
HOMO level in eV: -8.391

Structure (XYZ):
```
11
Properties=species:S:1:pos:R:3:lowdin_charge:R:1
C 0.09 -1.16 0.01 -0.4303
C 0.56 0.20 -0.41 -0.2596
C -2.03 0.60 0.01 -0.4990
C 1.57 0.86 0.27 0.0420
F -3.23 1.00 -0.02 -0.0143
S -1.78 -1.06 0.17 0.9044
H 0.25 -2.02 -0.72 0.1012
H 0.37 -1.42 0.99 0.0473
H -0.03 0.59 -1.19 0.0499
H 2.23 0.68 1.06 0.0303
H 2.00 1.72 -0.16 0.0282
```



Most stable = entry 1



Entry 1
Below is a cluster of 2 separate species, C4H10IP in total, with properties calculated with ωB97M-V/def2-TZVPD.

Orbital gap (alpha / beta) in eV: 7.20 / 7.87
HOMO level (alpha / beta) in eV: -8.047 / -8.241

Structure (XYZ):
```
16
Properties=species:S:1:pos:R:3:lowdin_charge:R:1
C -1.39 0.91 0.03 -0.1183
C 0.33 -1.29 -1.22 -0.2337
C -0.80 -0.21 0.84 -0.3907
C 0.33 -0.79 0.12 -0.7713
P 2.29 1.31 -0.02 0.6602
I 1.56 -2.08 1.46 0.6754
H -0.58 1.47 -0.50 0.0362
H -1.86 1.60 0.70 0.0678
H -2.10 0.38 -0.69 0.1011
H -0.74 -1.37 -1.66 0.1159
H 0.90 -0.51 -1.82 0.0768
H 0.82 -2.24 -1.43 0.0511
H -1.60 -0.85 1.07 0.0994
H -0.45 0.21 1.74 0.0716
H 2.16 1.35 1.39 -0.2076
H 1.12 2.09 -0.03 -0.2338
```



Entry 2
Below is a cluster of 2 separate species, C4H10IP in total, with properties calculated with ωB97M-V/def2-TZVPD.

Orbital gap (alpha / beta) in eV: 7.71 / 7.77
HOMO level (alpha / beta) in eV: -8.227 / -8.051

Structure (XYZ):
```
16
Properties=species:S:1:pos:R:3:lowdin_charge:R:1
C 0.22 2.13 0.59 -0.1636
C 1.43 0.14 0.04 -0.1917
C -1.57 -2.30 -0.85 -0.0278
C 0.01 0.57 0.33 -0.8203
P -1.08 0.35 -1.11 0.5378
I -3.35 1.09 -0.30 0.2152
H 0.81 2.27 1.39 0.0185
H 0.72 2.39 -0.42 0.0940
H -0.76 2.69 0.75 0.0563
H 1.78 0.55 -0.98 0.0975
H 1.57 -0.96 -0.17 0.0826
H 2.07 0.56 0.75 0.0477
H -0.69 -2.48 -1.45 -0.0366
H -2.53 -2.27 -1.35 -0.0257
H -1.45 -2.13 0.22 -0.0174
H -0.39 0.15 1.36 0.1335
```



Most stable = entry 2